Record 1
{"formula": "CH12NO4", "method": "the ωB97M-V functional and the def2-TZVPD basis", "symbols": ["O", "O", "O", "O", "N", "C", "H", "H", "H", "H", "H", "H", "H", "H", "H", "H", "H", "H"], "coordinates": [[-4.116, 2.402, -0.058], [-0.389, -0.260, 0.788], [0.590, 2.378, 3.232], [-0.126, -3.781, -2.096], [2.502, -0.280, -0.246], [2.564, -0.434, -1.600], [2.682, 0.425, -2.288], [-4.072, 2.386, -1.017], [-0.479, -4.001, -2.961], [1.049, 3.045, 3.794], [-0.389, -4.414, -1.417], [2.707, -1.485, -1.916], [1.786, -0.826, 0.212], [-0.953, 0.101, 1.479], [-0.290, 2.439, 3.628], [-0.872, -0.247, -0.044], [-4.945, 2.003, 0.247], [2.750, 0.550, 0.262]], "lowdin_charge": [-0.066, -0.057, -0.076, -0.064, -0.057, -0.154, 0.033, 0.030, 0.028, 0.050, 0.035, 0.038, 0.047, 0.034, 0.029, 0.041, 0.037, 0.072], "multiplicity": 2, "largest_force_ev_per_a": 1.5, "e_above_lowest_ev": 0.323, "s_squared": 0.75}


Record 2
{"formula": "CH12O4", "method": "the ωB97M-V functional and the def2-TZVPD basis", "symbols": ["O", "O", "O", "O", "C", "H", "H", "H", "H", "H", "H", "H", "H", "H", "H", "H", "H"], "coordinates": [[0.748, -1.550, -0.366], [1.970, 1.137, 0.306], [-0.192, 0.809, 2.042], [-1.377, -1.980, 1.193], [-0.707, 0.979, -1.702], [-1.293, -2.373, 0.325], [-0.947, 0.814, 2.637], [1.536, 1.135, 1.168], [-0.943, 2.035, -1.531], [0.130, 0.981, -2.401], [-1.531, 0.497, -2.217], [-0.503, 0.582, -0.725], [1.026, -2.015, -1.163], [-0.344, 0.039, 1.478], [1.498, 1.744, -0.267], [-0.475, -1.997, 1.524], [1.401, -0.838, -0.301]], "lowdin_charge": [-0.065, -0.055, -0.053, -0.065, -0.045, 0.025, 0.059, 0.014, 0.028, 0.028, 0.024, -0.027, 0.058, 0.002, 0.032, 0.019, 0.021], "largest_force_ev_per_a": 1.4, "e_above_lowest_ev": 0.482, "smiles": "C.O.O.O.O"}


Record 3
{"formula": "CH12O4S", "method": "the ωB97M-V functional and the def2-TZVPD basis", "symbols": ["S", "O", "O", "O", "O", "C", "H", "H", "H", "H", "H", "H", "H", "H", "H", "H", "H", "H"], "coordinates": [[-1.924, 1.090, -0.691], [0.985, 2.196, 0.831], [-0.106, -0.158, 1.808], [0.938, -1.886, -0.145], [2.254, 0.403, -1.150], [-2.467, -0.631, -0.831], [1.444, -2.408, 0.473], [-3.539, -0.662, -0.684], [2.129, 1.066, -0.463], [0.432, 1.466, 1.115], [-1.040, -0.045, 1.513], [0.111, -0.852, 1.184], [1.185, 2.717, 1.657], [3.171, 0.219, -1.093], [-0.744, 0.964, -1.320], [1.464, -1.107, -0.270], [-2.294, -1.058, -1.804], [-1.999, -1.315, -0.129]], "lowdin_charge": [0.681, -0.098, -0.089, -0.040, -0.034, -0.477, 0.053, 0.023, 0.016, -0.042, 0.018, -0.016, 0.080, 0.035, -0.136, -0.015, 0.028, 0.014], "largest_force_ev_per_a": 2.0, "e_above_lowest_ev": 0.065, "smiles": "CS.O.O.O.O"}


Record 4
{"formula": "CH14N2O4", "method": "the ωB97M-V functional and the def2-TZVPD basis", "symbols": ["O", "O", "O", "O", "N", "N", "C", "H", "H", "H", "H", "H", "H", "H", "H", "H", "H", "H", "H", "H", "H"], "coordinates": [[1.527, 2.137, 1.666], [-3.029, -0.092, -1.227], [-0.402, 2.782, -2.231], [-1.354, 2.133, 1.895], [0.882, -3.521, 0.847], [1.336, -2.040, -1.158], [1.599, -2.396, 0.202], [-1.052, 3.038, 1.855], [-0.240, 2.530, -3.130], [2.721, -2.656, 0.412], [-2.511, 0.629, -0.900], [0.675, -4.203, 0.130], [2.127, 1.973, 0.932], [2.236, -1.776, -1.562], [0.630, 1.948, 1.380], [-1.246, 2.041, 2.867], [1.324, -1.704, 0.974], [0.882, -2.741, -1.733], [-1.117, 2.205, -2.014], [-3.432, -0.318, -0.338], [-0.052, -3.350, 1.272]], "lowdin_charge": [-0.067, -0.068, -0.031, -0.059, -0.033, -0.007, -0.403, 0.036, 0.027, 0.126, -0.010, 0.041, 0.036, 0.067, -0.016, 0.071, 0.079, 0.062, 0.002, 0.073, 0.073], "largest_force_ev_per_a": 3.7, "e_above_lowest_ev": 1.865, "smiles": "NCN.O.O.O.O"}


Record 5
{"formula": "CH14N2O5", "method": "the ωB97M-V functional and the def2-TZVPD basis", "symbols": ["O", "O", "O", "O", "O", "N", "N", "C", "H", "H", "H", "H", "H", "H", "H", "H", "H", "H", "H", "H", "H", "H"], "coordinates": [[-0.033, -1.678, -2.019], [-1.596, -1.076, 1.939], [1.884, 1.029, 0.976], [0.840, -1.414, 0.794], [2.262, 0.824, -1.595], [-0.787, 1.496, 0.789], [-2.132, 0.045, -0.595], [-1.042, 0.988, -0.586], [0.661, -1.358, -1.428], [3.217, 0.751, -1.639], [-0.106, -1.471, 1.014], [1.031, -0.501, 1.127], [-0.086, 0.578, -0.910], [0.256, 1.492, 0.914], [2.275, 1.544, 1.690], [-1.236, 0.937, 1.512], [-1.525, -1.767, 2.610], [-0.858, -1.714, -1.527], [2.065, 0.888, -0.600], [-2.059, -0.425, 0.303], [-3.079, 0.403, -0.547], [-1.316, 1.843, -1.210]], "lowdin_charge": [-0.095, -0.412, -0.383, -0.134, -0.136, 0.213, 0.021, -0.267, -0.007, 0.008, -0.038, -0.020, 0.087, 0.041, -0.039, 0.064, -0.071, 0.000, -0.030, 0.000, 0.073, 0.126], "multiplicity": 2, "charge": -1, "largest_force_ev_per_a": 2.3, "e_above_lowest_ev": 0.832, "s_squared": 0.76}


Record 6
{"formula": "CH14N2O5", "method": "the ωB97M-V functional and the def2-TZVPD basis", "symbols": ["O", "O", "O", "O", "O", "N", "N", "C", "H", "H", "H", "H", "H", "H", "H", "H", "H", "H", "H", "H", "H", "H"], "coordinates": [[0.048, 0.335, 2.405], [1.807, 2.228, -0.599], [-1.610, 2.348, 0.708], [-1.942, -2.269, 2.152], [2.857, -0.606, -1.552], [-0.448, -0.318, -0.317], [0.025, -1.786, -2.014], [-0.770, -0.936, -1.504], [0.184, -0.750, 0.332], [-0.210, -2.484, -2.704], [-0.704, 2.077, 0.841], [-1.626, 3.149, 0.182], [1.377, 1.560, -1.140], [-0.427, 0.653, -0.452], [-0.542, 1.063, 2.184], [2.695, 1.868, -0.499], [2.237, -0.981, -0.914], [-1.313, -1.944, 1.503], [-0.427, -0.163, 3.075], [-2.074, -1.560, 2.782], [2.459, -0.935, -2.367], [-1.597, -0.550, -2.102]], "lowdin_charge": [-0.036, -0.061, -0.038, -0.046, -0.074, 0.080, 0.067, -0.339, 0.073, 0.043, -0.010, 0.055, 0.002, 0.026, 0.015, 0.036, 0.007, 0.000, 0.038, 0.020, 0.025, 0.121], "largest_force_ev_per_a": 2.1, "e_above_lowest_ev": 1.475, "smiles": "[H]/N=C/N.O.O.O.O.O"}


Record 7
{"formula": "CH14O6", "method": "the ωB97M-V functional and the def2-TZVPD basis", "symbols": ["O", "O", "O", "O", "O", "O", "C", "H", "H", "H", "H", "H", "H", "H", "H", "H", "H", "H", "H", "H", "H"], "coordinates": [[2.326, 2.665, -0.352], [-2.975, 0.089, -2.439], [-0.332, 0.488, 3.080], [0.232, 1.404, 0.720], [-0.644, -0.576, -0.732], [2.080, -1.874, -1.377], [-1.072, -1.708, 0.032], [-1.541, -1.418, 0.973], [-1.879, -2.238, -0.473], [3.126, 2.254, -0.680], [-0.919, -0.163, 3.466], [-0.252, -2.403, 0.216], [1.294, -1.495, -0.984], [-0.186, 0.756, 0.148], [0.425, 1.091, 1.607], [1.050, 1.782, 0.390], [0.070, 0.924, 3.831], [1.904, -2.814, -1.406], [-2.321, -0.057, -1.755], [-2.497, -0.036, -3.258], [2.113, 3.330, -1.007]], "lowdin_charge": [-0.008, -0.079, -0.017, 0.255, -0.416, -0.072, -0.275, 0.041, 0.057, 0.074, 0.069, 0.045, -0.031, 0.044, 0.088, 0.072, 0.063, 0.024, -0.030, 0.021, 0.073], "largest_force_ev_per_a": 5.0, "e_above_lowest_ev": 2.457}


Record 8
{"formula": "CH14O6", "method": "the ωB97M-V functional and the def2-TZVPD basis", "symbols": ["O", "O", "O", "O", "O", "O", "C", "H", "H", "H", "H", "H", "H", "H", "H", "H", "H", "H", "H", "H", "H"], "coordinates": [[2.340, 0.356, -1.727], [-1.992, 1.752, 0.238], [-3.040, -0.626, 0.125], [1.617, -2.055, -0.842], [0.439, 1.916, 0.253], [-0.747, -2.029, 0.629], [1.203, 1.103, 1.217], [-2.659, 0.226, -0.106], [1.176, 0.082, 0.886], [2.085, -0.626, -1.753], [-1.516, 1.871, -0.573], [-1.405, -1.490, 0.052], [0.873, 1.838, -0.593], [-4.076, -0.322, 0.254], [0.683, 1.322, 2.148], [0.958, -1.846, -0.213], [-1.260, -2.098, 1.455], [-1.237, 1.589, 0.792], [1.265, -2.902, -1.150], [2.244, 1.448, 1.311], [3.048, 0.491, -2.403]], "lowdin_charge": [-0.114, -0.043, -0.147, -0.042, -0.169, -0.102, -0.075, -0.042, 0.050, 0.028, 0.046, 0.061, 0.055, 0.154, 0.086, -0.033, 0.057, 0.017, 0.071, 0.089, 0.054], "largest_force_ev_per_a": 4.8, "e_above_lowest_ev": 1.150, "smiles": "CO.O.O.O.O.O"}


Record 9
{"formula": "CH15N2O5", "method": "the ωB97M-V functional and the def2-TZVPD basis", "symbols": ["O", "O", "O", "O", "O", "N", "N", "C", "H", "H", "H", "H", "H", "H", "H", "H", "H", "H", "H", "H", "H", "H", "H"], "coordinates": [[-2.173, 2.567, -1.977], [1.486, -2.191, -0.655], [-0.824, -2.801, 0.533], [3.503, -1.069, 0.130], [-2.377, -0.339, 1.470], [-0.707, 1.729, 0.674], [1.424, 1.733, -0.202], [0.269, 2.354, -0.006], [0.147, 3.426, -0.276], [-1.734, 1.850, -2.364], [-3.195, 2.157, -1.957], [-0.648, 0.980, 1.184], [1.753, -2.990, -0.167], [2.218, 2.220, -0.637], [-1.353, -3.646, 0.440], [3.374, -1.014, -0.758], [-0.493, -2.901, 1.394], [4.482, -1.251, 0.116], [-3.341, -0.260, 1.311], [0.563, -2.228, -0.352], [1.541, 0.756, -0.057], [-1.612, 2.119, 0.629], [-2.303, -1.200, 1.527]], "lowdin_charge": [-0.104, -0.090, -0.031, -0.059, 0.014, 0.209, 0.201, -0.109, 0.175, -0.015, 0.162, 0.027, 0.056, 0.153, 0.120, -0.040, 0.038, 0.087, 0.091, -0.019, 0.102, 0.106, -0.073], "charge": 1, "largest_force_ev_per_a": 8.1, "e_above_lowest_ev": 2.747}


Record 10
{"formula": "CH15NO5", "method": "the ωB97M-V functional and the def2-TZVPD basis", "symbols": ["O", "O", "O", "O", "O", "N", "C", "H", "H", "H", "H", "H", "H", "H", "H", "H", "H", "H", "H", "H", "H", "H"], "coordinates": [[2.715, -1.133, -0.514], [-0.829, 2.121, 1.366], [-2.013, 0.697, 3.487], [1.242, -1.386, -3.077], [1.736, 1.978, -0.153], [-0.867, -0.295, -1.091], [-1.487, -1.225, -0.190], [2.465, -1.955, -0.119], [-1.678, 0.132, 4.130], [-0.300, 0.322, -0.488], [0.049, 2.251, 1.194], [2.307, 1.175, -0.373], [-0.772, -1.596, 0.623], [0.360, -1.787, -2.992], [-0.770, 1.264, 1.957], [1.666, 2.500, -0.984], [-1.445, 0.376, -1.509], [-1.803, -2.233, -0.582], [2.904, -1.441, -1.453], [-2.061, 1.548, 3.835], [0.993, -0.530, -3.319], [-2.411, -0.785, 0.252]], "lowdin_charge": [-0.077, -0.079, 0.003, -0.054, -0.090, -0.058, -0.219, 0.016, 0.015, 0.043, -0.071, 0.053, 0.087, 0.041, 0.074, 0.060, 0.044, 0.064, 0.060, 0.020, -0.006, 0.073], "largest_force_ev_per_a": 5.1, "e_above_lowest_ev": 1.726, "smiles": "CN.O.O.O.O.O"}


Record 11
{"formula": "CH16O6S", "method": "the ωB97M-V functional and the def2-TZVPD basis", "symbols": ["S", "O", "O", "O", "O", "O", "O", "C", "H", "H", "H", "H", "H", "H", "H", "H", "H", "H", "H", "H", "H", "H", "H", "H"], "coordinates": [[3.915, -1.083, 2.013], [-1.385, -6.157, -2.872], [1.769, 4.959, 0.781], [-0.073, 2.607, -2.437], [-3.438, 0.179, 0.167], [-4.835, 0.144, -2.425], [-1.017, 1.512, 0.486], [2.504, -1.795, 2.913], [-0.542, -6.634, -2.869], [-1.106, -5.421, -3.433], [1.619, -1.663, 2.311], [4.898, -1.619, 2.743], [-2.468, 0.226, 0.095], [-0.707, 3.199, -2.862], [-1.830, 1.980, 0.724], [0.382, 3.205, -1.827], [2.391, -1.344, 3.895], [1.070, 4.737, 1.412], [1.734, 5.926, 0.814], [-0.316, 1.947, -0.002], [-5.694, -0.129, -2.073], [-4.482, 0.701, -1.722], [-3.535, -0.756, 0.386], [2.671, -2.862, 3.008]], "lowdin_charge": [0.605, -0.069, -0.066, -0.055, -0.070, -0.077, -0.056, -0.492, 0.035, 0.034, 0.016, -0.171, 0.018, 0.045, 0.050, 0.029, 0.023, 0.033, 0.038, 0.025, 0.033, 0.001, 0.052, 0.018], "largest_force_ev_per_a": 1.5, "e_above_lowest_ev": 1.159, "smiles": "CS.O.O.O.O.O.O"}


Record 12
{"formula": "CH19O9", "method": "the ωB97M-V functional and the def2-TZVPD basis", "symbols": ["O", "O", "O", "O", "O", "O", "O", "O", "O", "C", "H", "H", "H", "H", "H", "H", "H", "H", "H", "H", "H", "H", "H", "H", "H", "H", "H", "H", "H"], "coordinates": [[2.339, -1.844, -2.457], [-2.766, -0.344, 0.986], [-1.000, 3.068, -0.167], [-0.928, 1.672, 2.680], [0.070, -2.502, 0.439], [1.007, -0.507, 2.872], [-1.660, 0.648, -1.678], [-0.010, 0.283, 0.537], [-0.300, -0.740, -3.255], [1.231, 0.509, -0.069], [0.613, -0.880, -2.886], [0.982, -0.181, 1.951], [-0.281, 1.385, 3.304], [-1.085, 0.476, -0.927], [1.183, 0.046, -1.011], [-0.720, 1.151, 1.914], [-1.877, -0.214, 0.736], [3.049, -1.292, -2.227], [0.207, -1.567, 0.286], [-0.822, -0.177, -2.620], [-1.413, 1.561, -1.847], [-0.883, 3.408, 0.688], [-3.063, -1.251, 0.660], [-0.645, -2.632, 1.081], [2.514, -2.690, -2.075], [-0.362, 2.318, -0.190], [1.899, 0.043, 0.709], [1.429, -1.323, 2.769], [1.287, 1.580, -0.190]], "lowdin_charge": [-0.011, -0.065, -0.048, -0.059, -0.074, -0.061, -0.030, -0.474, -0.139, -0.217, -0.013, -0.023, -0.004, -0.008, 0.033, -0.043, -0.058, 0.018, -0.030, -0.056, 0.056, -0.001, 0.071, 0.036, 0.041, 0.005, 0.089, -0.004, 0.067], "charge": -1, "largest_force_ev_per_a": 3.8, "e_above_lowest_ev": 1.172}